82
Properties=species:S:1:pos:R:3:lowdin_charge:R:1 method="wB97M-V/def2-TZVPD" orbital_gap_ev=7.380 smiles="C[C@H](Br)CC1=CC(=O)C=C(Cc2ccccc2)C1=O.COCCNCCOC.COCCNCCOC" spin_multiplicity=1 homo_energy_ev=-8.48 e_tot_ha=-4228.747055
C 0.568 -1.120 -0.440 -0.1238
C -0.809 -1.776 -0.532 -0.7145
Br -0.618 -3.735 -0.674 0.6752
C -1.616 -1.331 -1.742 -0.2129
C -1.840 0.151 -1.795 -0.1309
C -1.807 0.997 -0.764 0.0676
C -2.058 2.441 -1.005 -0.3547
O -2.634 3.150 -0.208 0.1036
C -1.605 2.942 -2.328 0.0758
C -1.618 2.118 -3.377 -0.1243
C -1.127 2.471 -4.755 -0.0815
C 0.384 2.390 -4.765 -0.2217
C 1.005 1.152 -4.648 -0.0382
C 2.386 1.055 -4.588 -0.0763
C 3.166 2.201 -4.651 -0.0917
C 2.556 3.436 -4.777 -0.0825
C 1.173 3.530 -4.833 -0.0413
C -2.130 0.731 -3.144 -0.3007
O -2.728 0.113 -3.995 0.1405
H 1.348 -1.871 -0.381 0.0231
H 0.778 -0.496 -1.305 0.0831
H 0.641 -0.521 0.466 0.0865
H -1.385 -1.659 0.380 0.0786
H -1.086 -1.638 -2.646 0.1188
H -2.577 -1.845 -1.783 0.1237
H -1.615 0.669 0.247 0.1098
H -1.303 3.977 -2.420 0.1350
H -1.457 3.474 -5.013 0.1237
H -1.526 1.759 -5.474 0.1226
H 0.410 0.247 -4.607 0.1159
H 2.854 0.084 -4.497 0.1032
H 4.243 2.124 -4.608 0.1006
H 3.160 4.330 -4.834 0.1029
H 0.703 4.500 -4.931 0.1109
C 6.148 -6.045 0.684 -0.1161
O 6.472 -5.017 1.596 -0.1941
C 7.663 -4.303 1.295 -0.2188
C 7.362 -2.877 0.894 -0.2193
N 6.682 -2.820 -0.391 -0.0507
C 6.179 -1.505 -0.767 -0.2018
C 5.123 -0.850 0.116 -0.2241
O 3.863 -1.492 0.093 -0.1947
C 3.723 -2.598 0.968 -0.0950
H 5.322 -6.608 1.114 0.0883
H 5.834 -5.657 -0.291 0.0800
H 6.993 -6.723 0.532 0.0873
H 8.225 -4.814 0.507 0.1218
H 8.279 -4.291 2.198 0.1217
H 8.305 -2.328 0.817 0.1239
H 6.782 -2.422 1.709 0.1062
H 5.914 -3.480 -0.390 0.0727
H 5.760 -1.589 -1.773 0.1181
H 7.032 -0.821 -0.835 0.1175
H 4.949 0.155 -0.277 0.1212
H 5.464 -0.731 1.152 0.1122
H 4.314 -2.471 1.878 0.0909
H 4.000 -3.541 0.488 0.0796
H 2.671 -2.666 1.244 0.0775
C -8.122 2.205 4.990 -0.1191
O -7.922 1.788 3.656 -0.1945
C -7.507 2.816 2.765 -0.2181
C -6.085 2.601 2.297 -0.2163
N -5.135 2.789 3.383 -0.0468
C -3.759 2.422 3.065 -0.1943
C -3.462 0.975 2.691 -0.2351
O -3.587 0.044 3.748 -0.1775
C -4.897 -0.435 3.983 -0.1011
H -8.589 1.376 5.519 0.0871
H -7.183 2.457 5.495 0.0799
H -8.787 3.072 5.040 0.0867
H -7.610 3.796 3.241 0.1212
H -8.170 2.788 1.897 0.1211
H -5.862 3.326 1.508 0.1261
H -6.034 1.600 1.847 0.1069
H -5.442 2.259 4.189 0.0727
H -3.144 2.673 3.933 0.1214
H -3.417 3.050 2.238 0.1003
H -2.409 0.943 2.397 0.1086
H -4.045 0.643 1.822 0.1111
H -5.470 -0.509 3.055 0.0881
H -5.447 0.195 4.688 0.0745
H -4.807 -1.429 4.420 0.0869

***

79
Properties=species:S:1:pos:R:3:lowdin_spin:R:1 method="wB97M-V/def2-TZVPD" orbital_gap_ev="4.526 / 3.934" s_squared=2.008 spin_multiplicity=3 total_charge=+2 homo_energy_ev="-12.11 / -12.05" e_tot_ha=-4578.755448
N -2.044 2.807 6.692 -0.0009
C -3.165 2.236 6.248 0.0001
C -3.216 0.898 5.848 -0.0009
C -2.028 0.126 5.874 -0.0001
C -0.873 0.726 6.451 -0.0007
C -0.929 2.081 6.819 0.0002
C -1.966 -1.160 5.218 -0.0035
Pt 1.262 -1.396 -0.133 0.6062
P 0.639 -0.200 -4.949 0.5483
C -0.802 -1.873 5.045 0.0031
C -0.479 -2.583 3.846 -0.0013
C 0.849 -3.043 3.621 0.0094
C 1.328 -3.065 2.321 0.0453
C 0.483 -2.521 1.320 0.1400
C -0.914 -2.646 1.466 0.0115
C -1.409 -2.670 2.767 0.0079
Br 2.358 -0.546 -2.198 0.1513
H -2.907 -1.551 4.813 -0.0001
H -0.044 -1.880 5.834 0.0002
H -4.142 0.467 5.466 0.0000
H 0.076 0.203 6.580 0.0000
H -4.062 2.854 6.192 0.0000
H -0.042 2.575 7.213 0.0000
H 1.492 -3.303 4.476 0.0009
H -2.486 -2.679 2.947 0.0006
H 2.334 -3.395 2.067 0.0118
H -1.566 -2.668 0.595 0.0013
P 1.811 0.951 0.411 0.0184
C -0.051 -1.860 -4.577 0.0438
C -0.591 -2.717 -5.718 0.0218
H -0.826 -1.706 -3.804 -0.0003
H 0.763 -2.401 -4.062 0.0014
H -1.575 -3.121 -5.457 0.0028
H -0.698 -2.175 -6.659 0.0010
H 0.067 -3.573 -5.910 0.0014
C 1.811 -0.536 -6.338 0.0824
C 2.600 -1.857 -6.205 0.0024
H 2.530 0.297 -6.293 0.0056
H 1.245 -0.420 -7.274 0.0168
H 3.675 -1.658 -6.133 -0.0001
H 2.319 -2.440 -5.320 0.0008
H 2.453 -2.480 -7.101 0.0016
C -0.883 0.781 -5.294 0.0809
C -1.491 0.733 -6.688 0.0283
H -0.626 1.823 -5.040 0.0063
H -1.623 0.447 -4.541 -0.0002
H -2.111 1.627 -6.822 0.0044
H -0.732 0.726 -7.477 0.0016
H -2.140 -0.143 -6.805 0.0007
C 0.879 2.325 -0.397 -0.0019
C 1.290 2.766 -1.807 0.0012
H 0.953 3.185 0.291 -0.0005
H -0.174 2.003 -0.404 -0.0003
H 0.778 3.711 -2.046 0.0000
H 2.370 2.940 -1.895 0.0000
H 0.991 2.027 -2.561 0.0029
C 3.531 1.552 0.503 0.0069
C 4.486 0.656 1.278 0.0041
H 3.471 2.557 0.948 0.0005
H 3.855 1.682 -0.534 0.0005
H 5.406 1.206 1.507 0.0001
H 4.043 0.340 2.225 0.0003
H 4.762 -0.235 0.706 0.0022
C 1.220 0.869 2.174 0.0035
C 0.313 1.983 2.680 0.0008
H 2.135 0.793 2.778 -0.0001
H 0.713 -0.106 2.271 0.0015
H 0.036 1.770 3.721 0.0000
H 0.805 2.964 2.656 0.0000
H -0.617 2.051 2.098 -0.0001
C -3.233 1.116 1.229 0.0000
C -2.950 0.229 -0.002 0.0004
C -1.531 0.015 -0.228 0.0114
N -0.491 -0.496 -0.381 0.1148
H -2.859 0.647 2.154 0.0000
H -4.303 1.304 1.372 0.0001
H -2.747 2.094 1.110 0.0000
H -3.440 -0.753 0.123 -0.0004
H -3.366 0.712 -0.901 -0.0002

***

86
Properties=species:S:1:pos:R:3:lowdin_spin:R:1 method="wB97M-V/def2-TZVPD" orbital_gap_ev="7.495 / 7.943" s_squared=2.057 spin_multiplicity=3 total_charge=+1 homo_energy_ev="-11.98 / -11.86" e_tot_ha=-3694.237456
V 0.101 -0.356 -0.032 2.0446
C -0.091 -2.301 0.643 0.0129
C -0.445 -2.208 -0.779 -0.0152
C 1.763 -1.526 -0.564 -0.0205
C 1.315 -1.966 0.758 -0.0301
C 0.709 -1.724 -1.512 0.0124
C -0.885 -3.022 1.667 0.0058
H -1.947 -2.884 1.522 0.0002
H -0.639 -2.731 2.676 0.0002
H -0.689 -4.083 1.571 -0.0002
C 2.143 -2.366 1.915 -0.0035
H 1.531 -2.605 2.784 0.0005
H 2.749 -1.627 2.316 -0.0008
H 2.885 -3.115 1.610 -0.0025
C 3.146 -1.170 -0.987 -0.0002
H 3.664 -2.063 -1.328 -0.0015
H 3.669 -0.806 -0.113 -0.0002
H 3.200 -0.382 -1.740 -0.0003
C 1.008 -1.879 -2.984 0.0061
H 1.360 -2.904 -3.113 0.0003
H 1.823 -1.226 -3.289 0.0004
H 0.148 -1.712 -3.622 -0.0002
C -1.481 -3.125 -1.326 -0.0031
H -1.093 -4.140 -1.174 -0.0028
H -1.660 -2.956 -2.385 0.0005
H -2.422 -3.045 -0.786 -0.0006
C -3.388 1.116 -0.715 0.0008
C -3.658 -0.167 -0.563 0.0017
C -4.801 -0.841 -1.303 0.0003
C -4.543 -1.067 -2.838 0.0000
C -3.219 -0.542 -3.403 0.0001
C -3.008 0.757 -3.557 0.0001
C -4.052 1.801 -3.142 0.0000
C -4.233 2.028 -1.600 0.0001
H -5.734 -0.252 -1.196 0.0000
H -5.359 -0.553 -3.368 0.0000
H -5.000 -1.817 -0.841 0.0000
H -5.310 1.913 -1.360 0.0000
H -2.492 1.622 -0.291 0.0015
H -3.041 -0.862 0.037 0.0019
H -3.970 3.071 -1.379 0.0000
H -3.785 2.760 -3.610 0.0000
H -2.110 1.161 -4.024 0.0000
H -5.034 1.497 -3.542 0.0000
H -4.628 -2.142 -3.057 0.0000
H -2.501 -1.296 -3.694 0.0000
P -0.671 0.625 2.426 -0.0049
C 0.349 -0.100 3.780 -0.0016
H 0.065 0.409 4.695 -0.0005
H 1.394 0.125 3.599 0.0000
H 0.238 -1.181 3.836 0.0000
C -0.606 2.413 2.864 0.0006
H -0.781 2.455 3.938 -0.0002
H -1.401 2.920 2.312 0.0000
H 0.375 2.824 2.608 0.0000
C -2.281 0.098 3.147 -0.0005
H -3.073 0.639 2.631 0.0000
H -2.211 0.360 4.202 -0.0004
H -2.392 -0.981 3.018 0.0000
P 0.747 1.936 -1.388 -0.0005
C 1.294 1.510 -3.102 0.0019
H 1.194 2.445 -3.648 0.0001
H 0.704 0.708 -3.550 0.0001
H 2.347 1.231 -3.039 0.0000
C -0.167 3.541 -1.311 -0.0013
H -1.002 3.522 -2.007 0.0000
H 0.576 4.300 -1.554 -0.0004
H -0.513 3.703 -0.286 0.0000
C 2.363 2.753 -1.069 0.0001
H 2.546 3.402 -1.917 -0.0003
H 3.109 1.962 -1.033 -0.0001
H 2.308 3.276 -0.116 0.0000
F 5.046 -1.728 3.015 0.0000
C 4.774 -1.020 1.839 -0.0010
F 5.819 -0.177 1.617 -0.0001
F 4.931 -2.010 0.878 -0.0002
C 3.308 0.214 2.128 -0.0005
O 2.132 0.173 1.550 -0.0003
C 3.515 0.353 3.646 0.0005
F 4.832 0.552 3.968 0.0000
F 2.840 1.469 4.075 0.0000
F 3.083 -0.690 4.417 0.0000
C 3.718 1.609 1.543 0.0003
F 4.643 2.256 2.235 0.0000
F 4.208 1.383 0.280 -0.0001
F 2.643 2.457 1.493 0.0000